Here is 6 unconnected molecules or ions with the total composition C33H75N3O6 at a distorted geometry from OMol25. Energies are from the ωB97M-V functional and the def2-TZVPD basis.

Calculated values
strongest force on any atom: 4.5 eV Å⁻¹
E_LUMO: 0.0106 Eh
electronic energy: -52184.54503 eV

```
117
Properties=species:S:1:pos:R:3:mulliken_charge:R:1
C 6.23010 -2.03275 4.54648 -1.770
C 7.52517 -2.39311 3.76316 1.582
C 8.28607 -1.08363 3.28152 -2.040
C 8.61361 -3.00215 4.68322 -1.345
C 8.49715 -4.44745 4.92996 -0.882
C 8.53581 -5.21944 3.60182 -0.951
C 7.42177 -4.82808 2.65132 1.954
C 7.85173 -5.20364 1.21638 -0.677
C 6.08655 -5.49521 3.13909 -1.625
N 7.24768 -3.33297 2.66945 0.330
O 6.23879 -2.90417 1.71719 -0.199
H 6.30699 -1.39223 5.42507 0.388
H 5.57952 -1.48339 3.86600 0.412
H 5.79825 -2.94797 4.95143 0.380
H 7.65198 -0.39051 2.72869 0.318
H 8.70568 -0.53922 4.12748 0.434
H 8.98976 -1.38989 2.50749 0.493
H 9.66805 -2.80734 4.48752 0.485
H 8.51401 -2.44759 5.61630 0.522
H 9.31557 -4.82991 5.53990 0.414
H 7.56007 -4.60945 5.46263 0.352
H 8.41145 -6.22453 4.00483 0.353
H 9.51499 -5.26449 3.12507 0.088
H 8.05364 -6.27339 1.27078 0.610
H 8.69604 -4.65232 0.80250 -0.080
H 7.04314 -4.91869 0.54326 -0.648
H 5.36174 -5.29404 2.35024 0.087
H 5.64937 -5.12261 4.06545 0.312
H 5.95441 -6.57418 3.21948 0.476
H 5.45969 -2.85798 2.27619 0.215
C 4.41846 -4.73687 -1.91146 -2.116
C 3.21873 -5.50007 -1.42678 1.226
C 2.29022 -5.50798 -2.61313 -1.735
C 3.73678 -6.93478 -1.34955 -0.993
C 2.78602 -7.87299 -0.58874 -0.859
C 2.25205 -7.26731 0.69506 -1.179
C 1.64485 -5.81529 0.56338 1.209
C 0.20046 -5.70892 -0.00776 -1.642
C 1.63194 -5.29874 2.02845 -1.664
N 2.69320 -5.05001 -0.14949 1.236
O 2.42060 -3.74851 -0.16215 -0.609
H 4.84838 -5.04002 -2.86611 0.437
H 4.11359 -3.69095 -1.94611 0.573
H 5.19525 -4.74550 -1.14684 0.015
H 1.94015 -4.49583 -2.81588 0.320
H 2.74156 -5.88248 -3.53191 0.419
H 1.53521 -6.17641 -2.19931 0.351
H 3.95476 -7.26811 -2.36419 0.538
H 4.65026 -6.98534 -0.75702 0.229
H 1.96515 -8.21268 -1.22031 0.379
H 3.27504 -8.81578 -0.34359 0.426
H 2.93985 -7.51968 1.50211 0.457
H 1.44218 -7.92491 1.01093 0.446
H -0.40230 -6.12973 0.79704 0.466
H 0.05426 -6.24777 -0.94391 0.375
H -0.06133 -4.67142 -0.21549 0.342
H 1.29827 -5.99086 2.80158 0.420
H 1.10602 -4.34736 2.10829 0.406
H 2.62258 -4.97999 2.35268 0.118
H 3.19257 -3.42551 0.30832 0.342
C 13.40972 -0.57032 -4.59478 -1.788
C 12.93381 0.22411 -3.29299 1.224
C 12.90456 -0.72932 -2.03796 -1.578
C 14.02538 1.32781 -3.08502 -0.992
C 13.51548 2.34034 -2.09908 -0.876
C 12.09012 2.91926 -2.57997 -1.395
C 11.01476 1.95495 -2.92625 2.078
C 10.37632 1.64999 -1.54843 -1.623
C 10.04962 2.75866 -3.88636 -2.119
N 11.59933 0.87780 -3.64544 0.238
O 10.72373 -0.06500 -4.15306 -0.454
H 14.45954 -0.84868 -4.68692 0.400
H 12.84282 -1.47521 -4.81364 0.306
H 13.39743 0.14658 -5.41576 0.455
H 12.29253 -1.60437 -2.25661 0.373
H 13.88884 -1.12451 -1.78673 0.414
H 12.42140 -0.32748 -1.14736 0.283
H 14.88615 0.82703 -2.64186 0.455
H 14.34019 1.79048 -4.02040 0.387
H 13.30645 1.92444 -1.11346 0.329
H 14.17493 3.19858 -1.96999 0.412
H 12.32663 3.80062 -3.17608 0.474
H 11.85332 3.40626 -1.63400 0.362
H 9.74442 2.47012 -1.20757 0.516
H 11.17051 1.22599 -0.93396 0.368
H 9.54970 0.96401 -1.73345 0.118
H 10.45019 2.89726 -4.89057 0.499
H 9.93852 3.80363 -3.59688 0.432
H 9.11475 2.25279 -4.12765 0.318
H 10.44937 -0.59658 -3.40223 0.356
C 11.71233 -4.81809 0.39451 -0.465
C 12.18236 -5.79255 -0.65459 -0.251
O 13.22640 -6.70137 -0.24437 -0.542
H 12.52084 -4.24012 0.84213 0.407
H 11.41005 -5.36681 1.28649 0.212
H 10.82143 -4.43220 -0.10096 -0.204
H 12.43462 -5.13972 -1.49022 0.264
H 11.37110 -6.35343 -1.11868 0.261
H 13.15494 -6.82694 0.70470 0.314
C 8.32695 -4.36936 -3.32471 -1.624
C 8.29784 -3.51257 -2.07083 1.188
O 8.94269 -2.34341 -2.34346 -0.272
H 7.93714 -5.35287 -3.06232 0.408
H 9.36637 -4.49341 -3.62857 0.371
H 7.69000 -4.07371 -4.15837 0.364
H 8.90568 -3.98515 -1.29927 -0.658
H 7.25115 -3.38347 -1.79540 0.134
H 8.55640 -1.64197 -1.81396 0.115
C 6.32989 0.62569 -1.53089 -1.354
C 6.99978 0.29094 -0.19899 -0.215
O 7.52652 -1.00975 -0.18818 0.050
H 5.32943 0.19896 -1.60212 0.392
H 6.82806 0.02832 -2.29449 0.230
H 6.22163 1.70006 -1.67962 0.347
H 6.25906 0.26759 0.60032 0.494
H 7.83044 0.93812 0.08253 0.335
H 7.36732 -1.44597 0.65204 -0.192
```